A:
The following is a DFT calculation (wB97M-V/def2-TZVPD) of one molecule with the formula C2H6FP.

Last column: Löwdin charge in e.
Cartesian coordinates (Å):
1 C 0.0586 -1.2700 -0.6449  -0.39
2 P 0.9817 -0.3079 0.6657  0.85
3 C -0.3051 1.2397 0.7439  -0.32
4 F -1.5896 0.8023 0.3268  -0.14
5 H -1.1075 -1.2719 -0.4542  0.07
6 H 0.5120 -2.2219 -0.7388  -0.01
7 H -0.0349 -0.7444 -1.6072  0.03
8 H 1.8129 0.1580 -0.2225  -0.15
9 H -0.3775 1.5815 1.6950  0.02
10 H 0.0494 2.0345 0.2362  0.03

Calculated values
**LUMO energy**: 1.0 eV
**HOMO-LUMO gap**: 10.373 eV
**Highest occupied orbital energy**: -0.3431 Ha
**Molecular weight**: 80.04 g/mol
**SMILES**: CPCF



B:
The following is a DFT calculation (wB97M-V/def2-TZVPD) of C2H6FP as an isolated structure.

Last column: Löwdin charge in e.
Cartesian coordinates (Å):
1 C -1.2210 0.7706 -0.5838  -0.11
2 C 0.3569 1.4713 0.5023  -0.41
3 F -1.8481 -0.0882 0.2955  -0.08
4 P 1.5852 0.1848 0.2066  0.72
5 H -0.7481 0.2326 -1.3936  0.05
6 H -1.7997 1.6268 -0.8293  0.07
7 H 0.6946 2.4402 0.0552  0.04
8 H 0.0133 1.6092 1.5161  0.01
9 H 2.6137 0.9162 -0.3147  -0.15
10 H 1.2031 0.0085 -1.1198  -0.13

Calculated values
**LUMO energy**: 1.1 eV
**HOMO-LUMO gap**: 10.464 eV
**Highest occupied orbital energy**: -0.3430 Ha
**Molecular weight**: 80.04 g/mol



Which of them is the most stable? Correct choice: A.



A:
The following is a DFT calculation (wB97M-V/def2-TZVPD) of H15O7 as an isolated structure.

Last column: Löwdin charge in e.
Cartesian coordinates (Å):
1 O -2.9892 0.1695 0.9990  -0.05
2 H -3.9214 0.1815 1.1125  0.03
3 H -2.6913 0.8304 1.6503  0.05
4 O 2.2336 -0.1684 -0.7960  0.00
5 H 2.2633 -0.5983 0.2249  0.10
6 H 3.1537 -0.0324 -1.0705  0.14
7 O -0.1447 0.7070 1.5667  -0.03
8 H 0.2702 1.3672 2.1289  0.10
9 H -0.0095 0.9237 0.4696  0.02
10 O 0.2774 1.1685 -0.7427  0.02
11 H 1.4181 0.6614 -1.0277  0.12
12 H 0.2862 2.1389 -0.8218  0.16
13 O 0.0697 -1.9861 -1.1885  -0.04
14 H 0.7875 -1.3343 -1.3846  0.04
15 H 0.0182 -1.9807 -0.2081  0.08
16 O 1.8639 -0.5472 1.5984  -0.13
17 H 2.1138 -1.0962 2.3214  0.05
18 H 0.7620 -0.1497 1.6367  0.02
19 O -1.4995 0.0234 -1.8904  0.09
20 H -2.4026 0.0530 -1.5994  0.10
21 H -1.2729 -0.9232 -1.7530  0.08
22 H -0.5863 0.5920 -1.2255  0.05

Calculated values
**LUMO energy**: -3.4 eV
**Charge**: +1
**HOMO-LUMO gap**: 11.623 eV
**Highest occupied orbital energy**: -0.5522 Ha
**Molecular weight**: 127.11 g/mol



B:
The following is a DFT calculation (wB97M-V/def2-TZVPD) of a 7-piece molecular cluster, H15O7 overall.

Last column: Löwdin charge in e.
Cartesian coordinates (Å):
1 O 0.3309 -0.4427 -0.2374  0.26
2 H 1.0898 -0.7332 0.2103  0.06
3 H -0.2370 -0.2813 0.6089  0.17
4 H 0.7273 0.3407 -0.7336  0.15
5 O -2.5668 -0.5682 0.7585  0.00
6 H -2.7505 -0.0066 1.4937  0.05
7 H -3.0566 -1.3216 0.9986  0.05
8 O -0.1735 0.3658 2.8581  -0.06
9 H -0.4183 0.9796 3.6357  0.11
10 H 0.3779 -0.2347 3.3037  0.00
11 O 0.4433 2.0643 -1.7518  -0.03
12 H 1.3455 2.3369 -1.5006  0.08
13 H -0.2663 2.4381 -1.2333  0.04
14 O -2.5775 1.0011 -1.7319  -0.05
15 H -2.5568 0.4088 -1.0027  -0.04
16 H -2.5022 1.8078 -1.1533  0.06
17 O 1.8833 -1.0921 -2.9597  -0.11
18 H 2.0257 -1.4524 -3.9093  0.10
19 H 0.9318 -1.2798 -2.9296  0.03
20 O 2.1983 -1.4437 1.6785  -0.01
21 H 2.9506 -0.8562 2.1472  0.17
22 H 2.8009 -2.0307 1.4499  -0.03

Calculated values
**LUMO energy**: -3.5 eV
**Charge**: +1
**HOMO-LUMO gap**: 10.824 eV
**Highest occupied orbital energy**: -0.5260 Ha
**Molecular weight**: 127.11 g/mol



C:
The following is a DFT calculation (wB97M-V/def2-TZVPD) of a 7-piece molecular cluster, H15O7 overall.

Last column: Löwdin charge in e.
Cartesian coordinates (Å):
1 O -1.0692 -0.5657 0.4242  0.17
2 H -0.3328 -0.3363 1.0456  0.07
3 H -1.3995 0.2806 -0.0432  0.10
4 H -0.8379 -1.3272 -0.1958  0.09
5 O -1.7497 1.4824 -0.9893  0.02
6 H -2.0870 2.3544 -0.9542  0.08
7 H -1.5308 1.3508 -1.9128  0.09
8 O 0.1870 -2.3595 2.0890  -0.07
9 H 0.5110 -1.5709 2.5597  0.01
10 H 0.3034 -3.1970 2.6092  0.08
11 O 0.7085 0.4803 2.2992  -0.01
12 H 1.6577 0.4800 2.4781  0.09
13 H 0.3321 1.2661 2.6370  0.06
14 O 0.8668 2.8337 -1.1871  -0.05
15 H 0.8282 3.3963 -1.9493  0.03
16 H 0.1491 2.1769 -1.2527  -0.01
17 O -0.8483 -2.2183 -1.5620  0.03
18 H -0.1143 -2.5071 -2.0759  0.07
19 H -1.4735 -2.4230 -2.2163  0.06
20 O 1.6131 0.0247 -0.4495  -0.02
21 H 1.9372 0.0379 -1.3623  0.07
22 H 2.3490 0.3409 0.0084  0.01

Calculated values
**LUMO energy**: -3.2 eV
**Charge**: +1
**HOMO-LUMO gap**: 11.293 eV
**Highest occupied orbital energy**: -0.5313 Ha
**Molecular weight**: 127.11 g/mol



Which of them is the most stable? Correct choice: C.



A:
The following is a DFT calculation (wB97M-V/def2-TZVPD) of a 2-piece molecular cluster, C5H7NOS overall.

Last column: Mulliken spin population.
Cartesian coordinates (Å):
1 C 1.4588 0.7370 -0.3905  0.30
2 C 2.4892 -1.0898 0.0426  0.16
3 C 0.5205 -0.2000 0.1009  -0.21
4 C -1.6830 1.1487 -0.4107  -0.05
5 C -0.9037 -0.0907 0.0244  0.74
6 N 2.7297 0.1301 -0.3984  -0.07
7 O 1.2462 -1.3013 0.3701  0.02
8 S -1.8355 -1.6187 -0.0795  0.10
9 H 1.2493 1.7574 -0.5553  0.01
10 H 3.0581 -1.9939 -0.0555  0.01
11 H -1.2512 2.1300 -0.0957  0.00
12 H -1.8842 1.0650 -1.6488  0.04
13 H -2.7087 1.1040 0.0371  0.00
14 H -1.2960 0.6154 2.2114  0.95
15 H -1.1895 -2.3933 0.8479  0.02

Calculated values
**LUMO energy (spin up / spin down)**: 0.7 / -1.3 eV
**HOMO-LUMO gap (spin up / spin down)**: 7.800 / 7.921 eV
**⟨S²⟩**: 2.029
**Highest occupied orbital energy (spin up / spin down)**: -0.2597 / -0.3387 Ha
**Molecular weight**: 129.18 g/mol
**2S+1**: 3



B:
The following is a DFT calculation (wB97M-V/def2-TZVPD) of one molecule with the formula C5H7NOS.

Last column: Mulliken spin population.
Cartesian coordinates (Å):
1 C 1.7823 -0.0663 1.5420  -0.18
2 C -0.4141 -0.4821 -1.1516  0.04
3 C -1.9416 -0.4842 -1.0736  0.00
4 C 0.6037 -0.5499 1.9530  0.55
5 C 0.1285 0.7157 -0.5869  0.53
6 N 2.6655 0.4364 0.9330  0.45
7 O 0.2453 -1.3492 -1.6849  0.24
8 S 1.7971 1.0121 -0.8967  0.35
9 H -2.2491 -1.5071 -0.7569  0.00
10 H -2.5557 -0.1863 -1.9138  0.01
11 H -2.1668 0.1424 -0.1864  0.00
12 H 0.0430 0.0483 2.5917  0.01
13 H 0.4634 -1.6379 2.0057  0.00
14 H -0.4779 1.4682 -0.1964  0.01
15 H 2.0764 2.4400 -0.5781  -0.01

Calculated values
**LUMO energy (spin up / spin down)**: 0.4 / -2.7 eV
**HOMO-LUMO gap (spin up / spin down)**: 6.861 / 6.271 eV
**⟨S²⟩**: 2.034
**Highest occupied orbital energy (spin up / spin down)**: -0.2383 / -0.3291 Ha
**Molecular weight**: 129.18 g/mol
**2S+1**: 3



Which of them is the most stable? Correct choice: A.



A:
The following is a DFT calculation (wB97M-V/def2-TZVPD) of a 3-piece molecular cluster, C4H13NO3 overall.

Last column: Löwdin charge in e.
Cartesian coordinates (Å):
1 C -1.1854 -0.2696 -2.2076  -0.05
2 C 0.1802 0.0965 -1.6318  -0.40
3 C 1.3076 -0.7342 -2.2183  -0.07
4 N 0.1918 -0.0179 -0.1669  0.06
5 C -0.0775 -1.1296 0.5321  -0.37
6 O -0.4479 -2.1937 0.0722  0.01
7 H -1.4833 -1.2438 -1.8276  0.07
8 H -1.1024 -0.3842 -3.2895  0.08
9 H -1.9166 0.5086 -2.0391  0.07
10 H 0.3551 1.1567 -1.7860  0.13
11 H 2.2876 -0.4508 -1.8023  0.08
12 H 1.1935 -1.7959 -1.9817  0.08
13 H 1.4176 -0.6535 -3.3076  0.08
14 H 0.6539 0.7284 0.3310  0.13
15 H 0.0793 -1.0174 1.6155  0.11
16 O -0.6054 -0.0283 4.0578  -0.05
17 H 0.2695 -0.3055 3.7658  0.04
18 H -1.1988 -0.4042 3.3938  0.04
19 O 0.4072 2.6453 2.7366  -0.07
20 H -0.2017 2.0737 3.2225  0.00
21 H -0.1244 3.4194 2.5312  0.03

Calculated values
**LUMO energy**: 0.5 eV
**HOMO-LUMO gap**: 10.398 eV
**Highest occupied orbital energy**: -0.3627 Ha
**Molecular weight**: 123.15 g/mol
**SMILES**: CC(C)NC=O.O.O



B:
The following is a DFT calculation (wB97M-V/def2-TZVPD) of a 2-piece molecular cluster, C4H13NO3 overall.

Last column: Löwdin charge in e.
Cartesian coordinates (Å):
1 O 0.4715 -0.3962 2.6206  -0.04
2 C -0.4168 -0.8860 1.7184  -0.35
3 C -1.4101 -0.0575 0.8501  -0.14
4 C -0.5955 0.6312 -0.2622  -0.22
5 N 0.8456 0.2152 -0.3239  -0.10
6 C 1.8490 1.1427 -0.4273  -0.31
7 O 1.8496 1.9780 -1.6549  -0.14
8 H 0.8344 0.4036 2.2106  0.08
9 H -1.0508 -1.5929 2.2908  0.12
10 H 0.1375 -1.6029 1.0848  0.11
11 H -2.1278 -0.7324 0.4161  0.08
12 H -1.8692 0.8166 1.4232  0.13
13 H -1.0655 0.5895 -1.3103  0.12
14 H -0.6774 1.7210 -0.1673  0.10
15 H 0.9819 -0.7433 -0.9047  0.18
16 H 1.6086 1.9070 0.3094  0.11
17 H 2.9093 0.7633 -0.4794  0.15
18 H 1.0440 2.5559 -1.8660  0.10
19 O -0.8783 -2.4561 -1.6711  -0.03
20 H -0.6279 -1.9417 -2.4022  0.01
21 H -1.8122 -2.3151 -1.4545  0.05

Calculated values
**LUMO energy**: 0.5 eV
**HOMO-LUMO gap**: 9.705 eV
**Highest occupied orbital energy**: -0.3390 Ha
**Molecular weight**: 123.15 g/mol
**SMILES**: OCCCNCO.O



Which of them is the most stable? Correct choice: A.



A:
The following is a DFT calculation (wB97M-V/def2-TZVPD) of a 2-piece molecular cluster, C4H13NO3 overall.

Last column: Löwdin charge in e.
Cartesian coordinates (Å):
1 C -0.3683 -1.0863 -1.2608  -0.05
2 C -1.3818 -0.0794 -0.7659  -0.38
3 O -2.2919 -0.8070 0.0706  -0.06
4 C -0.8027 1.1697 0.0187  -0.33
5 N -1.9289 1.9919 0.3802  0.04
6 C 0.2116 0.6152 1.0603  -0.21
7 O 1.5740 0.7073 0.6002  -0.10
8 H -0.8583 -1.7356 -2.0309  0.10
9 H 0.5757 -0.7094 -1.6061  0.07
10 H -0.1639 -1.8293 -0.5027  0.07
11 H -2.0899 0.3711 -1.4633  0.14
12 H -1.8534 -1.2827 0.7877  0.08
13 H -0.1483 1.8611 -0.5104  0.14
14 H -1.5939 2.8869 0.7291  0.08
15 H -2.5706 1.6117 1.0579  0.07
16 H 0.2425 -0.4214 1.3999  0.11
17 H 0.1279 1.3537 1.9007  0.12
18 H 2.1956 0.8034 1.3341  0.09
19 O 3.6970 -2.0501 -0.1251  -0.07
20 H 4.5089 -1.7024 -0.5300  0.04
21 H 2.9185 -1.6683 -0.5442  0.01

Calculated values
**LUMO energy**: 0.7 eV
**HOMO-LUMO gap**: 10.065 eV
**Highest occupied orbital energy**: -0.3441 Ha
**Molecular weight**: 123.15 g/mol
**SMILES**: C[C@@H](O)[C@@H](N)CO.O



B:
The following is a DFT calculation (wB97M-V/def2-TZVPD) of a 4-piece molecular cluster, C4H13NO3 overall.

Last column: Löwdin charge in e.
Cartesian coordinates (Å):
1 C -1.0564 -0.2359 -2.6218  -0.04
2 N -0.4090 -1.0774 -3.3751  0.00
3 C -0.3438 -2.4911 -3.0471  -0.46
4 C 0.6870 -3.0674 -2.4049  0.02
5 C -1.6130 -3.1983 -3.4007  -0.09
6 H -1.2126 0.7596 -3.1068  0.07
7 H -1.6806 -0.4593 -1.7117  0.09
8 H 1.7144 -2.5956 -2.2263  0.08
9 H 0.6656 -4.0575 -1.9831  0.04
10 H -2.1236 -3.6105 -2.3942  0.13
11 H -1.4483 -4.1135 -4.1095  0.10
12 H -2.1433 -2.5524 -4.0768  0.05
13 O -0.4093 2.1613 3.0810  -0.11
14 H 0.1790 2.7393 3.5817  -0.02
15 H -1.2514 2.7657 3.2047  0.10
16 O 0.2187 4.7173 5.2543  -0.04
17 H 0.5297 4.4396 6.0786  0.00
18 H 1.0236 4.6713 4.6845  0.06
19 O 2.8072 1.9928 3.0804  -0.03
20 H 2.2079 1.5668 2.4649  0.03
21 H 3.6581 1.6450 3.0278  0.00

Calculated values
**LUMO energy**: 0.6 eV
**HOMO-LUMO gap**: 9.293 eV
**Highest occupied orbital energy**: -0.3177 Ha
**Molecular weight**: 123.15 g/mol
**SMILES**: C=NC(=C)C.O.O.O



Which of them is the most stable? Correct choice: A.



A:
The following is a DFT calculation (wB97M-V/def2-TZVPD) of a 3-piece molecular cluster, C4H13NO3 overall.

Last column: Löwdin charge in e.
Cartesian coordinates (Å):
1 C 1.2578 -0.6555 -0.3364  -0.09
2 N 0.5095 0.2472 -1.2241  -0.31
3 C 0.2521 1.5677 -0.6046  -0.12
4 C -0.6928 -0.3186 -1.8261  -0.16
5 C -0.3900 -0.4248 -3.3648  -0.23
6 O -1.3403 -0.5460 -4.0787  0.05
7 H 0.6562 -1.0575 0.4641  0.05
8 H 1.5154 -1.5303 -1.0484  0.11
9 H 2.1957 -0.1100 -0.0237  0.10
10 H 0.9817 1.9166 0.1796  0.08
11 H -0.6675 1.6407 0.0999  0.09
12 H 0.1113 2.3643 -1.3045  0.06
13 H -1.6376 0.4718 -1.7609  0.17
14 H -1.0526 -1.3878 -1.4529  0.15
15 H 0.5050 -0.6087 -3.7242  0.07
16 O -0.3736 -2.3856 3.3483  -0.09
17 H -0.2005 -2.1074 2.3241  0.11
18 H -0.0986 -1.6886 3.8861  -0.03
19 O -0.4644 1.2324 3.2207  -0.02
20 H -0.1589 2.1339 3.2057  0.03
21 H -0.9079 1.2463 4.0206  -0.01

Calculated values
**LUMO energy**: 0.4 eV
**HOMO-LUMO gap**: 9.111 eV
**Highest occupied orbital energy**: -0.3209 Ha
**Molecular weight**: 123.15 g/mol
**SMILES**: CN(C)CC=O.O.O



B:
The following is a DFT calculation (wB97M-V/def2-TZVPD) of a 4-piece molecular cluster, C4H13NO3 overall.

Last column: Löwdin charge in e.
Cartesian coordinates (Å):
1 C -2.5558 0.3611 -1.3551  0.02
2 C -1.8743 -0.7229 -0.9905  -0.12
3 C -0.7602 -0.6218 -0.0281  -0.41
4 C 0.0125 0.4696 0.0658  -0.02
5 N -0.6013 -1.6602 0.8970  0.09
6 H -3.3829 0.2161 -2.0410  0.05
7 H -2.3766 1.3661 -1.0086  0.06
8 H -2.1590 -1.6669 -1.4382  0.10
9 H -0.0556 1.2928 -0.6112  0.05
10 H 0.6703 0.5363 0.9202  0.05
11 H -1.2842 -2.3834 1.0075  0.09
12 H 0.1120 -1.4475 1.5688  0.08
13 O 2.0033 1.2901 -1.4321  -0.07
14 H 2.8179 1.7069 -1.1272  0.06
15 H 2.2830 0.5747 -2.0200  0.05
16 O 0.0383 1.3596 3.3017  -0.06
17 H -0.1110 0.9453 2.4421  -0.02
18 H 0.1646 2.2908 3.0955  0.04
19 O 2.4054 -1.5125 -0.7500  -0.06
20 H 2.7011 -0.6148 -0.5523  0.01
21 H 1.9524 -1.7793 0.0558  0.02

Calculated values
**LUMO energy**: 0.6 eV
**HOMO-LUMO gap**: 8.540 eV
**Highest occupied orbital energy**: -0.2931 Ha
**Molecular weight**: 123.15 g/mol
**SMILES**: C=CC(=C)N.O.O.O



Which of them is the most stable? Correct choice: B.



A:
The following is a DFT calculation (wB97M-V/def2-TZVPD) of a 2-piece molecular cluster, C5H8N overall.

Last column: Löwdin charge in e.
Cartesian coordinates (Å):
1 C -2.9246 -0.3458 -0.1103  -0.02
2 C -1.9888 0.4825 0.1818  0.10
3 C 0.2072 -0.1367 -0.4378  -0.01
4 C 1.2989 0.8214 -0.1462  -0.11
5 C 1.1385 -0.3613 0.6924  -0.11
6 N 2.3660 -0.2066 -0.1265  0.16
7 H -3.9444 -0.0877 0.1546  0.09
8 H -2.7960 -1.2942 -0.6019  0.08
9 H -1.8197 1.4318 0.6304  0.06
10 H 0.1562 -0.7560 -1.3159  0.09
11 H 1.4489 1.8737 -0.0448  0.15
12 H 1.1122 -0.6199 1.7279  0.15
13 H 2.4945 -0.8087 -0.9473  0.18
14 H 3.2511 0.0074 0.3436  0.19

Calculated values
**LUMO energy**: -3.8 eV
**Charge**: +1
**HOMO-LUMO gap**: 9.871 eV
**Highest occupied orbital energy**: -0.5038 Ha
**Molecular weight**: 82.13 g/mol



B:
The following is a DFT calculation (wB97M-V/def2-TZVPD) of an isolated ion of composition C5H8N and charge +1.

Last column: Löwdin charge in e.
Cartesian coordinates (Å):
1 C -1.8020 1.3256 -0.0783  0.35
2 N -1.4523 0.2496 -0.0567  0.14
3 C -0.9924 -1.0727 -0.0832  -0.16
4 C 0.4624 -1.1053 0.3409  -0.14
5 C 1.1139 0.0418 -0.4587  -0.18
6 C 1.3936 1.1865 0.1363  0.02
7 H -1.9906 2.3376 0.0200  0.13
8 H -1.6867 -1.9301 0.3903  0.21
9 H -0.9577 -1.3240 -1.0976  0.12
10 H 0.8097 -2.0551 -0.0777  0.13
11 H 0.7435 -0.8409 1.4531  0.16
12 H 1.3092 -0.0855 -1.4499  0.08
13 H 2.0154 1.9575 -0.1994  0.06
14 H 1.0340 1.3151 1.1608  0.07

Calculated values
**LUMO energy**: -4.6 eV
**Charge**: +1
**HOMO-LUMO gap**: 9.570 eV
**Highest occupied orbital energy**: -0.5191 Ha
**Molecular weight**: 82.13 g/mol
**SMILES**: C#[N+]CCC=C



Which of them is the most stable? Correct choice: B.